Entry from the Open Molecules 2025 dataset: a structure of composition C20H29ClNPPb (ωB97M-V/def2-TZVPD).

Geometry as XYZ:
```
53
Properties=species:S:1:pos:R:3
C 0.6713 2.8790 -3.1049
C -0.6112 2.4110 -2.8324
C -0.8208 1.3515 -1.9283
C 0.2787 0.7772 -1.2903
C 1.5736 1.2459 -1.5634
C 1.7658 2.3354 -2.4290
C -2.2460 0.9793 -1.6258
C -2.6272 -0.4789 -1.2875
N -2.2878 -1.4596 -2.2559
Pb -0.1479 -0.4137 0.6114
C 2.7894 0.6524 -0.8783
P 2.4432 -1.0751 -0.3383
H -1.4848 2.8650 -3.3067
H 2.7764 2.7353 -2.5443
H 0.8305 3.6726 -3.8362
H 3.0590 1.2158 0.0388
H 3.6795 0.6181 -1.5301
H -2.6168 1.6058 -0.8006
H -2.8619 1.2648 -2.4928
H -2.2899 -0.8551 -0.2860
C 3.9901 -1.6296 0.4355
C 2.4641 -1.8781 -1.9783
H -3.7230 -0.5239 -1.1420
C -1.2896 -1.3420 -3.2715
C -2.9547 -2.7246 -2.1622
H 0.6036 -3.0224 3.3379
H -1.5520 -2.0420 -4.0856
H -1.1981 -0.3269 -3.6869
H -0.2880 -1.6477 -2.9102
H -3.0785 -3.1505 -3.1716
H -2.3750 -3.4490 -1.5633
H -3.9325 -2.5968 -1.6796
H 3.4850 -1.8477 -2.3867
H 2.1352 -2.9193 -1.8708
H 1.7884 -1.3701 -2.6781
H 4.8413 -1.4651 -0.2373
H 4.1410 -1.0802 1.3731
H 3.8982 -2.6994 0.6692
H 0.0567 -3.2302 2.8470
Cl 0.7461 3.5173 3.2708
C 0.0554 2.1331 4.0041
C 0.3457 1.8638 5.3384
C -0.2139 0.7410 5.9683
C -1.1106 -0.0723 5.2729
C -1.4465 0.2235 3.9528
C -0.8200 1.2900 3.2582
C -1.0774 1.4696 1.8264
H 1.0015 2.5370 5.8789
H 0.0584 0.5178 7.0018
H -1.5620 -0.9349 5.7668
H -2.1804 -0.3889 3.4256
H -2.1412 1.4430 1.5598
H -0.5405 2.2790 1.3174
```

Computed properties:
largest force on an atom: 1.7 eV/Å
E: -1828.51143 Ha
net charge: 0



Entry from the Open Molecules 2025 dataset: a structure of composition C20H29F3N5O8Yb (ωB97M-V/def2-TZVPD).

Geometry as XYZ:
```
66
Properties=species:S:1:pos:R:3
Yb 0.5642 0.5422 0.5414
O 1.6247 3.0721 -3.0012
C 1.3137 2.1483 -2.2446
O 1.1039 2.2049 -0.9924
C 1.1216 0.7564 -2.8528
N -0.1380 0.1528 -2.3795
C -1.2529 1.0266 -2.7424
C -2.5537 0.6381 -2.0684
N -2.4742 0.8363 -0.6277
C -3.3325 -0.0526 0.1379
C -2.7802 -0.4221 1.5074
N -1.5472 -1.2236 1.4791
C -1.7686 -2.5399 0.8800
C -0.5003 -3.1220 0.2857
N 0.0901 -2.2849 -0.7513
C -0.7435 -2.2473 -1.9383
C -0.3102 -1.1870 -2.9459
C 1.4407 -2.7480 -1.0771
C 2.5977 -2.2991 -0.1581
O 3.7425 -2.4064 -0.6905
O 2.0793 -0.8058 0.0762
C -1.1053 -1.4163 2.8738
C -0.6024 -0.1265 3.5293
O -0.9854 0.1001 4.6784
O 0.1747 0.5597 2.7986
C -2.7122 2.2345 -0.2799
C -1.8995 2.7776 0.8989
O -2.4085 3.6946 1.5433
O -0.7561 2.2534 1.0341
H 1.9561 0.1343 -2.5197
H 1.1370 0.8396 -3.9470
H -1.3993 1.0291 -3.8357
H -0.9974 2.0438 -2.4492
H -2.7847 -0.4059 -2.2818
H -3.3680 1.2327 -2.5141
H -3.5087 -0.9546 -0.4479
H -4.3228 0.4018 0.3027
H -3.5668 -0.9670 2.0564
H -2.5686 0.4879 2.0717
H -2.5402 -2.4767 0.1180
H -2.1481 -3.2432 1.6363
H -0.7153 -4.1367 -0.0992
H 0.2316 -3.2320 1.0846
H -1.7675 -2.0409 -1.6312
H -0.7502 -3.2302 -2.4480
H -1.0586 -1.1701 -3.7511
H 0.6250 -1.4912 -3.4145
H 1.7505 -2.3355 -2.0328
H 1.4638 -3.8477 -1.1690
H -0.2729 -2.1213 2.8893
H -1.9251 -1.8257 3.4770
H -3.7760 2.4157 -0.0832
H -2.4181 2.8638 -1.1221
F 3.5827 0.6821 -0.6962
C 2.8630 0.3117 0.4409
F 3.8592 -0.0910 1.3078
F 1.9343 -1.4069 2.5819
C 2.4005 -5.4835 1.9603
C 3.1181 -4.4666 1.0732
C 2.6054 -3.0393 1.2137
N 2.4383 -2.7093 2.4287
H 2.8433 -6.4767 1.8444
H 1.3409 -5.5512 1.6958
H 2.4618 -5.1927 3.0086
H 3.0366 -4.7414 0.0231
H 4.1860 -4.4517 1.2952
```

Computed properties:
largest force on an atom: 2.6 eV/Å
2S+1: 2
E: -3113.61616 Ha
net charge: -2



Entry from the Open Molecules 2025 dataset: a structure of composition C20H29N3O2 (ωB97M-V/def2-TZVPD).

Geometry as XYZ:
```
54
Properties=species:S:1:pos:R:3
C -4.5930 -1.0878 2.3739
H -4.9272 -1.9461 2.8054
H -3.7689 -0.5115 2.9207
H -5.3768 -0.4078 2.0320
C -3.9252 -1.7307 0.8556
N -3.3966 -0.5441 0.3560
C -2.2079 -0.0536 0.7617
C -1.1898 -0.2816 1.4164
C -0.0436 0.4343 1.4958
C 0.2883 1.4468 0.7197
C -0.7690 2.0888 -0.1668
C -2.0072 1.2746 -0.3699
C -3.0469 1.1153 -1.1938
C -3.8970 0.3800 -0.6643
C -5.2742 -0.0589 -1.3698
H -5.3274 -1.0512 -1.6029
H -5.5195 0.5375 -1.9262
H -6.0518 -0.1146 -0.3708
C -3.1848 2.4309 -2.2053
H -4.3478 2.7264 -2.0182
H -2.6773 3.1677 -2.0667
H -3.1944 2.0095 -2.9743
H -0.5162 2.8509 -0.7678
C 1.4797 2.2821 0.9237
O 1.6344 3.5899 0.2530
N 2.6904 1.4793 1.0760
H 2.5200 0.2663 0.9929
C 4.0013 2.0755 0.8889
C 4.5268 1.2956 -0.2315
C 4.7226 -0.2355 -0.2380
N 3.3900 -0.7265 -0.3242
C 3.4083 -2.2351 0.0755
C 2.0474 -2.7186 0.3359
O 1.3347 -2.8596 -0.9489
C 1.2724 -1.4801 -1.4203
C 2.7447 -0.6073 -1.5253
H 2.6328 0.2293 -2.0708
H 3.2724 -1.3583 -2.0521
H 0.7998 -1.4292 -2.3818
H 0.5858 -0.6570 -0.6590
H 2.1124 -3.8794 0.7944
H 1.3149 -2.0863 1.2861
H 3.8180 -2.2695 1.2152
H 3.9710 -2.9929 -0.4567
H 5.1722 -0.4879 -1.2460
H 5.3780 -0.5575 0.5865
H 4.1206 1.5542 -1.1697
H 5.7520 1.5781 -0.3993
H 4.5739 1.7122 1.6974
H 3.8041 3.0707 0.9086
H 0.7782 0.1987 2.2840
H -1.3170 -1.0830 2.1645
H -4.4843 -1.9794 0.2494
H -3.1035 -2.3639 1.3514
```

Computed properties:
largest force on an atom: 19.4 eV/Å
ΔE to the lowest compared entry with this formula, charge and spin: 2125.79 kJ/mol
net charge: 0



Entry from the Open Molecules 2025 dataset: an isolated molecule of C20H29N3O4 (ωB97M-V/def2-TZVPD).

Geometry as XYZ:
```
56
Properties=species:S:1:pos:R:3
C 4.2173 2.8413 -5.3938
O 3.5858 2.4728 -4.1992
C 2.2990 3.0284 -4.0635
C 1.6772 2.5802 -2.7404
C 2.5223 3.0333 -1.5515
C 1.9212 2.5278 -0.2444
N 1.8383 1.0826 -0.2597
C 1.4607 0.5345 1.0330
C 1.6335 -0.9478 1.0626
C 2.8405 -1.6348 0.8407
N 2.6899 -2.9348 0.9876
N 1.4145 -3.1106 1.3172
C 0.7158 -1.9459 1.3656
C -0.6982 -1.9204 1.7096
C -1.1883 -2.7675 2.7015
C -2.5313 -2.7429 3.0341
O -3.1043 -3.5140 3.9994
C -2.2908 -4.4124 4.7097
C -3.4226 -1.8748 2.3689
O -4.7167 -1.9777 2.7858
C -5.6152 -0.9094 2.5937
C -2.9277 -1.0463 1.3522
O -3.8216 -0.2431 0.6873
C -3.3319 0.6554 -0.2758
C -1.5730 -1.0745 1.0426
C 0.9718 0.6366 -1.3303
C 1.5410 1.0602 -2.6790
H 3.6457 2.5047 -6.2689
H 4.3452 3.9299 -5.4596
H 5.1939 2.3614 -5.3930
H 2.3619 4.1291 -4.0932
H 1.6619 2.7059 -4.9041
H 0.6815 3.0363 -2.6727
H 2.5896 4.1228 -1.5252
H 3.5250 2.6236 -1.6671
H 2.5590 2.8283 0.5912
H 0.9238 2.9886 -0.0936
H 0.4259 0.8003 1.3168
H 2.1322 0.9771 1.7776
H 3.7903 -1.2171 0.5765
H 1.0500 -4.0393 1.4557
H -0.5039 -3.4116 3.2292
H -2.9535 -4.9111 5.4151
H -1.4999 -3.8944 5.2628
H -1.8408 -5.1610 4.0486
H -5.1859 0.0418 2.9185
H -6.4774 -1.1481 3.2166
H -5.9305 -0.8238 1.5516
H -2.6058 1.3533 0.1542
H -4.2022 1.2120 -0.6213
H -2.8789 0.1335 -1.1251
H -1.1866 -0.4623 0.2472
H 0.9038 -0.4532 -1.2845
H -0.0503 1.0566 -1.2206
H 0.8907 0.7027 -3.4801
H 2.5283 0.6179 -2.8064
```

Computed properties:
largest force on an atom: 0.8 eV/Å
ΔE to the lowest compared entry with this formula, charge and spin: 400.69 kJ/mol
net charge: 0